(1)
Below is a structure of composition C29H40CrN5OP2SSb, with properties calculated with wB97M-V/def2-TZVPD.

Summary:
relative energy (zero: lowest compared OMol25 entry of this formula, charge and spin) = 0.00 kcal/mol
2S+1 = 2
<S²> = 0.803
LUMO energy (spin up / spin down) = -8.55 / -8.21 eV
net charge = +3

Element x y z (Å)
H1 4.6196 -3.7173 0.8273
C1 0.9507 -2.5442 0.7910
C2 3.1025 3.4732 0.0421
C3 1.1219 0.1784 3.1393
C4 0.2136 -0.7883 5.1536
H2 -5.6137 -0.2220 -0.5554
C5 1.9710 -1.6173 1.0257
H3 -0.0907 -2.2230 0.7833
H4 3.5839 1.4352 -2.2173
H5 3.9522 0.0194 -1.2066
N1 -3.6799 -1.0708 -3.7370
H6 -3.9222 1.5368 -0.7569
H7 -1.6152 2.2732 4.7175
C6 0.9620 0.6552 -4.1057
H8 -5.5148 -0.2403 -4.2373
N2 -1.7771 1.6788 3.9175
H9 0.6568 1.6912 -3.9666
H10 0.1877 -1.7682 3.2634
H11 0.4365 0.3802 6.9406
H12 5.8346 2.5038 1.7945
H13 -3.5610 -1.1832 0.2281
H14 -0.2730 -1.6128 5.6568
H15 2.7308 4.2851 -0.5685
N3 -0.8346 3.1863 2.4601
C7 1.6371 -2.2616 -2.7259
H16 4.4090 0.5688 2.3149
H17 -3.5888 -2.9939 -2.9109
Cr1 -0.2172 0.6723 -0.2500
Sb1 1.4618 -0.2114 -2.2345
S1 -1.9193 1.0123 1.3703
C8 -3.3175 -1.4569 -0.8013
C9 -3.6455 1.1553 -1.7409
H18 0.6634 -2.7457 -2.7617
H19 0.1624 0.0957 -4.5850
H20 -2.7262 -2.3742 -0.7687
H21 -0.6222 3.8348 3.2052
C10 1.5062 1.3080 3.8659
C11 1.2443 -3.8842 0.5995
P1 1.4422 0.0796 1.3494
H22 1.5877 2.2378 5.7947
C12 2.3178 2.3551 0.3136
H23 -2.1422 0.7547 4.0875
C13 -4.5543 0.0429 -3.8068
H24 2.2503 -2.7487 -1.9706
C14 3.5001 0.3529 -2.1368
C15 4.3797 3.5008 0.5788
H25 -5.2031 -2.4580 -3.3947
H26 -0.8035 3.5371 1.5162
C16 0.9856 2.0789 -0.1749
H27 4.0141 -0.1113 -2.9774
H28 4.1054 -1.3525 1.2112
C17 4.0437 1.3437 1.6545
H29 2.8061 -5.3498 0.4682
H30 -5.5823 1.2991 -2.4589
H31 2.1186 -2.3394 -3.6986
C18 1.2561 1.3764 5.2291
H32 -6.3799 -0.8706 -2.0341
C19 4.8392 2.4504 1.3732
P2 -2.3004 -0.1108 -1.5708
H33 -1.9238 0.0535 -3.9722
C20 -2.3263 -0.7202 -3.3161
H34 -4.1235 0.8722 -4.3668
H35 -1.6804 -1.5964 -3.4070
H36 -3.3002 1.9913 -2.3518
H37 5.0253 4.3474 0.3893
C21 -1.4710 2.0436 2.6912
H38 1.8403 0.6212 -4.7480
C22 0.4723 -0.8702 3.7955
O1 0.1126 2.6219 -0.8433
C23 3.2953 -2.0468 1.0326
C24 2.7742 1.2874 1.0960
C25 0.6106 0.3335 5.8740
C26 3.5899 -3.3870 0.8178
C27 2.5693 -4.3047 0.6149
H39 2.0202 2.1291 3.3847
N4 -4.5356 -1.6976 -1.5679
C28 -4.2664 -2.1422 -2.9342
H40 0.4503 -4.6019 0.4429
C29 -5.4354 -0.6020 -1.5610
N5 -4.8673 0.5710 -2.3896

Forces on atoms 1 to 2 (eV/Å):
H 0.01 0.00 0.00
C -0.09 0.02 -0.02

***

(2)
Below is a cluster of 2 separate species, C23H21ClS in total in a non-equilibrium geometry, with properties calculated with wB97M-V/def2-TZVPD.

Summary:
2S+1 = 1
LUMO energy = -2.65 eV

Element x y z (Å)
H1 -4.7742 1.4832 -0.7959
C1 3.1037 2.0339 2.9987
C2 -3.6212 -1.6917 -0.7723
H2 0.1697 1.4730 -0.5774
C3 0.1434 0.4043 -0.6992
H3 5.2254 2.2069 3.0999
C4 3.8282 -1.7065 -0.7724
Cl1 3.2478 5.6668 0.3742
C5 -1.0842 -0.2163 -0.8110
H4 3.0591 1.1629 3.6288
H5 -7.9139 -2.1352 -1.6611
H6 1.0629 4.1189 1.2772
H7 4.9466 -3.5334 -0.7847
C6 -4.7816 0.4070 -0.7872
C7 -3.5594 -0.2876 -0.7721
C8 1.4272 -1.7091 -0.7583
C9 4.3157 2.6225 2.7023
C10 5.1166 -2.4542 -0.7825
C11 3.1890 4.2806 1.3810
C12 2.6187 -2.3888 -0.7801
C13 1.9678 3.6940 1.6756
H8 -7.1736 -3.4677 -0.7733
C14 1.3849 -0.3040 -0.7236
C15 4.3666 3.7417 1.8992
C16 2.6141 0.3768 -0.7157
H9 5.7029 -2.2057 -1.6691
H10 -2.3287 1.4812 -0.6270
H11 -6.9090 0.2753 -0.8110
H12 -1.0830 -1.2723 -1.0024
C17 -2.3107 0.4110 -0.7349
H13 5.3054 4.2132 1.6634
H14 -7.9048 -2.1265 0.1077
H15 -2.7132 -2.2652 -0.7491
C18 1.9089 2.5626 2.4868
C19 -5.9808 -0.2703 -0.7988
H16 4.7379 0.2198 -0.7526
H17 -4.8322 -3.4334 -0.7704
H18 2.6166 1.4528 -0.6977
C20 -6.0246 -1.6605 -0.7885
H19 2.6164 -3.4653 -0.8067
H20 5.7079 -2.2128 0.1027
H21 0.5158 -2.2762 -0.7595
C21 -4.8222 -2.3569 -0.7785
C22 -7.3241 -2.3865 -0.7786
S1 0.4381 1.8525 2.8399
C23 3.8040 -0.3149 -0.7457

Forces on atoms 1 to 2 (eV/Å):
H 0.01 0.26 0.03
C 0.35 0.11 -0.14

***

(3)
Below is a structure of composition C33H37F6N8O7S3Sn, with properties calculated with wB97M-V/def2-TZVPD.

Summary:
2S+1 = 1
LUMO energy = -3.22 eV
net charge = +1

Element x y z (Å)
C1 -3.6810 0.8277 -0.3452
C2 1.2165 0.1048 4.9333
H1 2.6409 5.1822 -1.6545
H2 -1.1230 3.2975 -2.4213
H3 -1.3155 -6.0393 -0.7618
H4 -5.2039 -0.3016 1.5442
H5 2.3223 1.7640 1.8157
H6 3.6034 3.8339 2.3081
C3 -2.0821 2.6432 -0.5950
C4 -1.5602 -1.3675 -6.5413
C5 -3.7276 -3.7623 -2.7441
F1 1.6781 1.3516 4.8026
H7 -2.9798 -0.6165 -5.1072
S1 -0.1785 -2.6155 2.2628
H8 3.3058 -0.5301 0.8623
C6 -3.1610 -5.9163 -1.8464
S2 -2.1352 -1.5706 -2.5741
H9 -4.3611 0.3791 2.9188
H10 -1.5244 3.9897 2.4113
C7 -2.4490 1.6429 1.5836
F2 1.9083 -0.5187 5.8731
O1 2.8591 -0.9683 3.1847
C8 0.2566 -2.6665 -5.6336
C9 -3.2136 1.8071 -2.6563
H11 -2.8591 2.0772 3.6644
O2 0.1491 1.1962 -2.7533
C10 -2.5332 -3.2723 -2.2360
H12 1.4177 3.0545 -1.9860
C11 2.5939 4.4474 -0.8637
C12 3.1309 3.6957 1.3465
H13 -4.8493 -0.0886 -1.9457
C13 1.9144 3.2571 -1.0463
H14 1.1604 -3.2417 -5.7866
C14 -3.4125 0.7959 1.0331
F3 0.2895 -4.9827 3.2859
N1 1.1504 0.5607 -3.0878
H15 -3.7151 -1.0443 2.1186
H16 -2.1177 0.5060 3.3729
N2 2.7004 -0.9518 0.1661
H17 -2.2506 4.4550 -1.7482
H18 -4.9639 -5.4987 -2.9353
H19 -5.7492 0.2774 -0.4890
C15 3.2117 4.6706 0.3605
H20 -4.4063 -3.1128 -3.2844
C16 -1.8420 2.6282 0.7864
N3 3.4039 -1.1769 -1.0213
H21 -2.2789 1.6990 -3.2101
O3 -1.3665 -1.9006 1.8830
H22 -3.8968 1.0494 -3.0232
C17 2.8892 -0.7493 -2.1794
Sn1 0.0885 0.2709 -0.2186
C18 -0.2571 -2.5119 -4.3586
H23 2.3324 -1.8268 0.5335
O4 0.8710 0.1973 2.3386
H24 -0.9820 4.6171 0.8722
N4 1.8136 2.3195 -0.1002
N5 4.4988 6.8730 0.7899
C19 -2.0810 -1.1996 -5.2643
O5 0.7053 -2.9630 1.1626
C20 3.9287 5.8953 0.6008
C21 -1.9813 -5.4019 -1.3280
C22 -4.7827 -0.0670 -0.8642
C23 -2.9791 1.7175 -1.1673
C24 2.4191 2.5416 1.0713
N6 0.5883 -2.0356 3.5132
C25 -4.2172 -0.0924 1.9483
F4 -1.5241 -4.8133 2.1163
F5 -0.0619 0.1477 5.2714
C26 -1.0449 3.7145 1.4731
H25 -0.0270 3.4055 1.7217
H26 -2.0609 -0.9220 -7.3899
N7 1.7338 -0.0730 -2.0400
H27 -4.6564 -1.0954 -0.5212
C27 -1.4926 3.7122 -1.4849
C28 -1.6586 -4.0650 -1.5137
H28 -0.6713 4.2407 -1.0106
H29 4.2209 -1.7698 -1.0242
F6 -1.4409 -3.9710 4.1092
N8 3.5349 -1.0236 -3.3085
C29 -0.3958 -2.0968 -6.7224
C30 -2.1242 1.5461 3.0522
H30 -3.4097 -6.9569 -1.6876
H31 3.1773 -0.6330 -4.1661
H32 4.4353 -1.4714 -3.2870
S3 1.4481 -0.7398 3.3061
C31 -1.4243 -1.7788 -4.1916
H33 0.2252 -2.9635 -3.4994
O6 1.5658 0.5321 -4.2316
C32 -4.0370 -5.0984 -2.5481
C33 -0.7467 -4.2037 3.0064
H34 -0.7645 -3.6351 -1.0830
H35 0.0084 -2.2247 -7.7175
H36 -3.6319 2.7786 -2.9295
O7 -0.9668 -1.2238 -1.6721
H37 -1.1453 1.9628 3.2751

Forces on atoms 1 to 2 (eV/Å):
C 0.04 -0.03 -0.03
C 0.11 -0.09 0.01